25
Properties=species:S:1:pos:R:3 method="wB97M-V/def2-TZVPD" charge=0 homo_energy_ev=-8.1707 smiles="CC[C@@H](F)P(S)([PH2]=S)(P(O)Br)C(F)(F)F" energy_ha=-5027.47212
C 3.3206 0.1172 -0.1612
C 2.1047 0.4425 0.8415
C 0.9404 -0.6171 0.5957
F 0.5794 -1.1346 1.9118
P -0.6478 0.0702 -0.2053
S 0.4165 1.2612 -1.6617
P -1.4493 -1.1126 -1.9264
S -2.9092 -0.2220 -2.8477
P -1.8075 -1.2153 1.2236
O -2.1971 -0.2839 2.6340
Br -3.8272 -1.7812 0.3623
C -1.5971 1.6596 0.3200
F -1.1030 2.2568 1.4913
F -1.4344 2.6588 -0.6874
F -2.9941 1.4718 0.3810
H 3.8345 1.0302 -0.5860
H 4.0251 -0.5902 0.3931
H 2.8868 -0.5088 -1.0204
H 1.7771 1.5241 0.8483
H 2.5067 0.2290 1.8953
H 1.2940 -1.5353 0.0095
H 1.4064 0.5066 -2.2759
H -0.3365 -1.1520 -2.8542
H -1.6985 -2.4823 -1.5727
H -3.0903 -0.5926 2.8916